74
Properties=species:S:1:pos:R:3 method="wB97M-V/def2-TZVPD" energy_ev=-395398.41838 orbital_gap_ev="6.676 / 6.699" charge=-1 homo_ev="-4.663 / -4.686" de_lowest_kcal_mol=2.06 multiplicity=2
Cr -2.240 -0.543 2.027
Br -3.229 6.249 1.324
C -2.485 4.560 1.738
C -1.298 4.475 2.454
Br -0.424 6.037 3.062
C -0.747 3.218 2.725
Br 0.896 3.016 3.642
C -1.380 2.047 2.321
O -0.900 0.845 2.493
C -2.622 2.131 1.619
O -3.163 0.994 1.250
C -3.127 3.389 1.311
Br -4.699 3.447 0.262
S -5.054 -3.094 4.380
C -4.171 -2.049 3.461
S -3.783 -2.302 1.786
S -3.445 -0.592 4.060
N 0.448 -4.048 1.425
C 0.363 -4.039 2.884
C -0.858 -3.258 3.360
N -0.792 -1.801 3.075
H 1.369 -4.304 1.095
H -0.420 -2.160 0.359
H -0.231 -4.693 1.037
H 1.273 -3.578 3.277
H 0.301 -5.052 3.296
H -0.956 -3.403 4.436
H -1.756 -3.669 2.895
H 0.099 -1.564 2.643
H -0.814 -1.299 3.956
C 3.632 0.452 -1.193
C 3.035 0.021 0.145
C 3.889 -1.067 0.785
C 2.902 1.213 1.090
O 1.740 -0.571 -0.055
Si 0.512 -0.110 -1.010
S -1.175 -1.171 -0.180
O 0.701 -0.524 -2.572
C 0.547 -1.680 -3.393
C 1.468 -1.469 -4.590
C 0.958 -2.941 -2.634
C -0.906 -1.777 -3.854
O 0.353 1.490 -0.937
C -0.510 2.443 -1.590
C -1.893 1.842 -1.803
C -0.578 3.648 -0.662
C 0.130 2.818 -2.925
H 4.630 0.866 -1.049
H 2.996 1.210 -1.655
H 3.692 -0.401 -1.872
H 4.899 -0.694 0.965
H 3.946 -1.940 0.131
H 3.451 -1.367 1.738
H 3.880 1.666 1.263
H 2.483 0.896 2.046
H 2.232 1.955 0.659
H 2.510 -1.446 -4.266
H 1.237 -0.519 -5.073
H 1.337 -2.275 -5.313
H 1.936 -2.791 -2.170
H 1.013 -3.790 -3.316
H 0.228 -3.161 -1.854
H -1.177 -0.889 -4.427
H -1.567 -1.850 -2.991
H -1.048 -2.661 -4.479
H -2.297 1.458 -0.866
H -1.838 1.014 -2.518
H -2.583 2.594 -2.186
H -1.016 3.360 0.296
H -1.196 4.430 -1.107
H 0.423 4.041 -0.478
H 0.235 1.926 -3.544
H 1.122 3.243 -2.760
H -0.489 3.548 -3.449